# 1
DFT (ωB97M-V/def2-TZVPD) results for a 2-piece molecular cluster, C3H5N6 overall at a distorted geometry.

The relative energy (zero: lowest compared OMol25 entry of this formula, charge and spin) is 123.2 kJ/mol. The value obtained for the frontier orbital gap is 0.28726 Eh. Its spin multiplicity is 1. The calculation puts the LUMO energy at 0.1333 Eh. Its charge is -1.

Element x y z (Å)
N 2.041 -1.182 1.714
H 1.783 -2.075 1.224
N 0.014 -2.494 -0.109
H -0.665 -1.515 -3.025
C -0.167 -1.940 -2.144
H -1.493 1.132 0.786
N -0.720 -1.761 -0.933
H -0.629 2.097 1.824
N 1.234 -0.354 1.286
N 0.846 -2.804 -2.050
C -0.506 1.506 0.954
N 1.007 -3.056 -0.761
H -0.048 2.014 0.154
C 0.299 0.363 1.365

# 2
DFT (ωB97M-V/def2-TZVPD) results for an isolated ion of composition C3H5N6O5 and charge -1 at a distorted geometry.

The relative energy (zero: lowest compared OMol25 entry of this formula, charge and spin) is 0.0 kJ/mol. The value obtained for the frontier orbital gap (alpha / beta) is 0.21094 / 0.22458 Eh. Its spin multiplicity is 1. The calculation puts the LUMO energy (alpha / beta) at 0.0937 / 0.0937 Eh. Its charge is -1. As for the SMILES: O=N[C@H]1NC(=[N+]([O-])[O-])N[C@@H]([N+](=O)[O-])N1.

Element x y z (Å)
N -0.672 0.882 0.802
H -0.752 -0.651 2.244
C -0.923 -0.447 1.149
O -2.965 -1.623 1.142
N -2.176 -0.717 0.640
C 0.618 -0.934 -0.580
H -1.453 1.069 0.105
N 0.553 -1.767 -1.744
H 1.261 0.888 1.307
O 0.232 -2.998 -1.673
O 0.819 -1.190 -2.829
N 0.133 -1.327 0.564
O 0.114 3.061 -0.763
H 0.923 0.878 -1.542
N 1.142 0.362 -0.715
O 1.709 3.149 0.737
N 0.869 2.595 0.058
H -0.103 -2.332 0.665
C 0.672 1.104 0.432

# 3
DFT (ωB97M-V/def2-TZVPD) results for a 2-piece molecular cluster, C3H5N7O overall.

The relative energy (zero: lowest compared OMol25 entry of this formula, charge and spin) is 0.0 kJ/mol. The value obtained for the frontier orbital gap is 0.36819 Eh. Its spin multiplicity is 1. The calculation puts the LUMO energy at 0.0074 Eh. As for the SMILES: c1nnn[nH]1.Nc1nnco1.

Element x y z (Å)
N 0.875 -1.725 2.211
C 1.213 -0.225 0.750
C -1.185 0.439 -0.967
N 1.313 -1.513 0.952
N 0.516 -0.624 2.770
O -0.208 1.369 -0.969
N 0.719 0.341 1.863
H -2.163 1.235 0.607
H -2.809 -0.201 -0.002
C 0.405 1.103 -2.163
N -0.131 0.140 -2.795
H 1.261 1.726 -2.438
N -1.984 0.370 0.145
H 1.495 0.301 -0.144
N -1.198 -0.307 -2.013
H 0.509 1.308 2.079

# 4
DFT (ωB97M-V/def2-TZVPD) results for a 2-piece molecular cluster, C3H5N7O2 overall at a distorted geometry.

The relative energy (zero: lowest compared OMol25 entry of this formula, charge and spin) is 366.4 kJ/mol. The value obtained for the frontier orbital gap is 0.36954 Eh. Its spin multiplicity is 1. The calculation puts the LUMO energy at 0.0207 Eh. As for the SMILES: C1=NOC=NO1.Nn1cnnn1.

Element x y z (Å)
N 2.343 0.597 1.314
N 0.364 3.299 0.309
N -1.204 -1.197 -1.584
H 1.803 -0.274 1.351
N 1.557 1.555 0.689
C -1.025 -0.680 -0.420
H -1.416 -4.296 -0.516
N -1.131 -2.715 0.738
H -0.820 0.398 -0.368
C -1.343 -3.213 -0.413
C 1.041 2.647 1.223
N 0.428 2.542 -0.772
O -1.564 -2.554 -1.577
O -1.058 -1.312 0.770
H 3.170 0.431 0.757
H 1.147 2.912 2.253
N 1.222 1.524 -0.604

# 5
DFT (ωB97M-V/def2-TZVPD) results for a 2-piece molecular cluster, C3H5N7O2 overall at a distorted geometry.

The relative energy (zero: lowest compared OMol25 entry of this formula, charge and spin) is 237.9 kJ/mol. The value obtained for the frontier orbital gap is 0.34409 Eh. Its spin multiplicity is 1. The calculation puts the LUMO energy at -0.0152 Eh. As for the SMILES: [O-]/[N+](O)=C\c1nnn[nH]1.N=C=N.

Element x y z (Å)
C 1.245 0.132 -0.366
H -3.090 -0.723 -0.049
N -0.414 -2.248 0.715
H 0.334 -2.678 0.212
H -2.423 2.304 0.102
N -2.641 -1.582 0.195
H 1.857 1.695 0.961
O -2.080 1.525 -0.371
C -0.136 0.392 -0.601
N 1.963 -0.863 -0.866
N 3.185 -0.712 -0.392
N 2.077 0.873 0.417
N 3.279 0.300 0.364
H -0.678 -0.210 -1.307
O -0.274 2.232 0.727
N -0.736 1.397 -0.047
C -1.469 -1.834 0.305

# 6
DFT (ωB97M-V/def2-TZVPD) results for a 2-piece molecular cluster, C3H5NO overall at a distorted geometry.

The relative energy (zero: lowest compared OMol25 entry of this formula, charge and spin) is 820.6 kJ/mol. The value obtained for the frontier orbital gap is 0.29111 Eh. Its spin multiplicity is 1. The calculation puts the LUMO energy at -0.0037 Eh.

Element x y z (Å)
H -2.750 1.159 0.942
N -1.112 0.650 -0.013
C 1.365 1.030 -0.050
O -2.064 -0.383 -0.152
H 1.755 1.404 -1.020
C -2.421 1.044 -0.042
H -0.863 3.426 1.018
H 2.108 0.805 0.620
C 0.082 0.754 0.051
H -0.586 3.851 0.462